C5H14N2 | ωB97M-V/def2-TZVPD

Cartesian coordinates (Å):
N: -2.173 1.863 0.133
C: -0.859 1.955 0.897
C: -0.374 0.466 1.126
N: 0.177 -0.125 -0.114
C: -0.124 -1.532 -0.267
C: 0.828 -2.427 -0.973
C: 1.563 0.266 -0.489
H: -2.606 2.697 0.336
H: -1.956 1.864 -0.763
H: -0.033 2.441 0.250
H: -0.913 2.569 1.845
H: 0.280 0.209 2.017
H: -1.252 -0.079 1.477
H: -1.186 -1.553 -0.766
H: -0.345 -2.104 0.688
H: 1.109 -2.142 -1.998
H: 0.315 -3.340 -0.959
H: 1.762 -2.543 -0.324
H: 2.377 0.523 0.188
H: 1.922 -0.278 -1.311
H: 1.489 1.270 -0.994

## Properties
* HOMO-LUMO gap: 9.10 eV
* F_max: 6.2 eV/Å
* SMILES string: CCN(C)CCN
* LUMO: 0.039 Ha
* charge: 0

Here are the Löwdin charges for atoms 1 to 5, given in e: 0.04, -0.21, -0.22, -0.21, -0.32

---

C35H33N9O4S2Sc | ωB97M-V/def2-TZVPD

Cartesian coordinates (Å):
Sc: 0.543 -0.643 0.442
C: 2.625 -1.742 2.788
C: 3.726 -2.132 1.820
C: 3.990 -1.222 0.651
C: 5.279 -1.189 0.123
C: 5.550 -0.402 -0.975
C: 4.515 0.340 -1.527
C: 3.272 0.257 -0.946
N: 2.996 -0.497 0.133
N: 1.222 -1.962 2.355
C: 0.982 -3.356 1.913
C: -0.438 -3.493 1.428
C: -1.153 -4.671 1.543
C: -2.458 -4.709 1.072
C: -3.006 -3.565 0.518
C: -2.219 -2.430 0.424
N: -0.958 -2.395 0.866
C: 0.357 -1.692 3.530
C: -0.225 -0.309 3.564
C: -0.517 0.329 4.760
C: -1.219 1.521 4.725
C: -1.617 2.033 3.498
C: -1.257 1.349 2.354
N: -0.562 0.207 2.381
H: 2.716 -0.683 3.047
H: 2.788 -2.315 3.709
H: 3.578 -3.148 1.447
H: 4.643 -2.181 2.410
H: 6.055 -1.787 0.582
H: 6.544 -0.370 -1.399
H: 4.664 0.960 -2.399
H: 2.440 0.791 -1.382
H: 1.187 -4.067 2.722
H: 1.638 -3.582 1.072
H: -0.698 -5.540 2.000
H: -3.037 -5.620 1.137
H: -4.020 -3.553 0.144
H: -2.586 -1.520 -0.033
H: 0.896 -1.905 4.457
H: -0.493 -2.376 3.501
H: -0.211 -0.111 5.700
H: -1.464 2.039 5.643
H: -2.191 2.946 3.427
H: -1.545 1.698 1.370
S: -0.176 0.170 -3.027
C: -0.929 -1.409 -2.848
C: -2.201 -1.561 -3.388
C: -2.845 -2.789 -3.342
C: -4.181 -2.921 -3.856
N: -5.251 -3.009 -4.264
C: -2.191 -3.874 -2.744
C: -0.925 -3.720 -2.207
C: -0.273 -2.485 -2.221
S: 1.268 -2.290 -1.426
C: -2.852 -5.144 -2.589
N: -3.338 -6.173 -2.435
H: -2.701 -0.708 -3.826
H: -0.442 -4.564 -1.734
O: -1.092 0.129 -0.483
N: -0.095 0.621 -1.289
C: 1.019 4.187 -3.506
C: -0.250 4.868 -3.005
C: -0.726 4.387 -1.613
C: -2.031 5.106 -1.222
C: -2.570 4.687 0.142
C: 0.325 4.761 -0.587
O: 0.664 5.890 -0.368
N: 0.890 3.718 0.160
C: 0.727 2.391 -0.066
O: 1.202 1.549 0.691
N: 0.000 2.028 -1.182
C: -1.006 2.897 -1.720
O: -1.979 2.452 -2.245
H: 1.328 4.625 -4.454
H: 0.869 3.119 -3.676
H: 1.850 4.314 -2.806
H: -1.073 4.699 -3.700
H: -0.097 5.945 -2.924
H: -2.764 4.889 -1.999
H: -1.826 6.176 -1.238
H: -2.804 3.619 0.164
H: -3.490 5.223 0.367
H: -1.859 4.913 0.941
H: 1.492 3.979 0.930

## Properties
* HOMO-LUMO gap: 8.00 eV
* F_max: 0.2 eV/Å
* LUMO: -0.098 Ha
* charge: +1

Here are the Löwdin charges for atoms 1 to 5, given in e: 0.85, -0.16, -0.10, -0.26, 0.00

---

Ca2Hg4O20P5 | ωB97M-V/def2-TZVPD

Cartesian coordinates (Å):
Hg: 1.626 -0.976 1.369
Hg: 2.880 2.116 0.459
Hg: -0.589 3.977 -2.085
Hg: -0.595 0.373 -2.083
Ca: -0.134 1.392 3.563
Ca: -2.093 -1.130 1.499
P: -2.507 1.369 -4.016
O: -1.390 2.138 -3.123
O: -2.702 1.630 -5.502
O: -3.911 1.234 -3.363
O: -1.966 -0.019 -3.726
P: -0.094 1.056 0.571
O: 0.098 2.069 -0.577
O: -1.212 0.935 1.722
O: 1.063 1.133 1.636
O: 0.090 -0.366 -0.087
P: 4.986 0.088 0.340
O: 5.634 -0.853 1.421
O: 5.729 -0.227 -0.969
O: 3.375 -0.007 0.368
O: 4.917 1.540 0.910
P: -0.119 -1.885 3.545
O: -0.206 -2.176 2.058
O: -0.992 -0.666 3.704
O: 1.480 -1.820 3.649
O: -0.647 -3.040 4.403
P: -2.586 -1.572 -1.121
O: -3.827 -1.842 -2.033
O: -1.188 -1.692 -1.780
O: -2.480 -2.676 -0.009
O: -2.641 -0.103 -0.744

## Properties
* HOMO-LUMO gap: 3.56 eV
* F_max: 8.1 eV/Å
* LUMO: 0.117 Ha
* charge: -3

Here are the Löwdin charges for atoms 1 to 5, given in e: 1.22, 1.17, 0.47, 1.25, 1.54

---

CH8N2O | ωB97M-V/def2-TZVPD

Cartesian coordinates (Å):
N: -0.693 -2.435 1.084
H: -1.613 -2.479 0.649
H: -0.309 -1.525 0.840
H: 1.932 0.676 0.412
H: -0.982 -2.295 2.056
N: -0.678 2.041 -0.863
C: 0.303 1.164 -1.193
O: 0.078 0.065 -1.786
H: -1.494 1.435 -1.072
H: 2.088 0.823 1.118
H: 0.027 0.999 -0.019
H: 1.341 1.531 -1.227

## Properties
* HOMO-LUMO gap: 9.03 eV
* F_max: 5.4 eV/Å
* LUMO: -0.045 Ha
* charge: 0

Here are the Löwdin charges for atoms 1 to 5, given in e: 0.01, 0.01, -0.02, 0.03, 0.01

---

C3H12NO2 | ωB97M-V/def2-TZVPD

Cartesian coordinates (Å):
C: 0.400 0.863 0.151
C: 0.422 0.046 -1.171
C: 1.618 -0.923 -1.000
O: -0.785 -0.735 -1.128
N: -0.986 1.311 0.446
H: 0.765 0.308 1.012
H: 1.090 1.727 0.106
H: 0.475 0.694 -2.037
H: 2.479 -0.314 -0.691
H: 1.866 -1.318 -1.986
H: 1.338 -1.718 -0.316
H: -1.139 -0.714 -2.016
H: -1.550 0.547 0.863
H: -1.501 1.572 -0.401
H: -1.023 2.232 0.893
H: -1.849 -1.404 2.608
H: -0.431 -1.223 2.605
O: -1.189 -0.950 2.061

## Properties
* HOMO-LUMO gap: 11.32 eV
* F_max: 3.0 eV/Å
* LUMO: -0.122 Ha
* charge: +1

Here are the Löwdin charges for atoms 1 to 5, given in e: -0.12, -0.37, -0.02, -0.03, 0.17

---

C32H64O18 | ωB97M-V/def2-TZVPD

Cartesian coordinates (Å):
C: -3.467 1.868 1.792
C: -3.419 1.122 3.183
O: -4.474 0.170 3.128
C: -5.647 0.460 3.585
O: -6.126 1.527 4.042
O: -6.272 -0.757 3.801
C: -7.539 -0.848 4.559
H: -4.313 2.550 1.715
H: -3.564 1.228 0.915
H: -2.561 2.432 1.571
H: -3.492 1.871 3.972
H: -2.438 0.656 3.277
H: -7.352 -0.735 5.627
H: -7.976 -1.846 4.563
H: -8.298 -0.183 4.147
C: 2.498 -5.726 3.136
C: 1.361 -5.162 2.175
O: 0.202 -5.014 2.964
C: -0.095 -3.629 3.316
O: 0.669 -2.694 3.547
O: -1.450 -3.568 3.590
C: -2.014 -2.357 4.203
H: 2.413 -5.619 4.217
H: 3.521 -5.710 2.761
H: 2.399 -6.810 3.065
H: 1.129 -5.881 1.389
H: 1.651 -4.291 1.588
H: -1.638 -2.273 5.222
H: -3.093 -2.488 4.274
H: -1.750 -1.472 3.622
C: 3.984 0.327 -3.853
C: 4.344 1.491 -2.940
O: 4.528 2.689 -3.721
C: 5.759 3.097 -4.181
O: 6.850 2.680 -3.741
O: 5.572 4.037 -5.193
C: 6.750 4.612 -5.689
H: 4.039 -0.557 -3.218
H: 4.730 0.298 -4.648
H: 3.040 0.559 -4.347
H: 5.279 1.263 -2.427
H: 3.546 1.466 -2.198
H: 6.540 5.114 -6.633
H: 7.569 4.008 -6.081
H: 7.215 5.374 -5.064
C: 0.237 4.360 5.298
C: -0.110 3.330 4.256
O: 0.858 2.351 4.425
C: 0.621 1.193 5.019
O: -0.558 0.854 5.429
O: 1.794 0.569 5.114
C: 1.833 -0.738 5.636
H: -0.003 5.415 5.159
H: 1.316 4.486 5.383
H: -0.062 3.975 6.272
H: -0.127 3.883 3.316
H: -1.127 2.946 4.344
H: 0.861 -1.229 5.600
H: 2.103 -0.774 6.692
H: 2.571 -1.357 5.126
C: -2.238 -0.909 -3.879
C: -2.964 -0.578 -2.574
O: -4.148 -1.307 -2.603
C: -4.972 -1.346 -1.445
O: -4.786 -0.761 -0.326
O: -6.142 -1.894 -1.824
C: -6.263 -2.960 -2.745
H: -2.439 -1.931 -4.199
H: -1.161 -0.764 -3.796
H: -2.491 -0.169 -4.639
H: -3.181 0.479 -2.421
H: -2.302 -0.917 -1.776
H: -6.325 -2.591 -3.769
H: -7.178 -3.491 -2.484
H: -5.413 -3.633 -2.859
C: -0.204 0.973 0.137
C: 0.588 0.453 1.253
C: 1.702 -0.304 0.596
O: 1.541 -0.251 -0.750
C: 0.824 0.917 -1.028
H: -0.667 1.944 0.318
H: -1.051 0.301 -0.002
H: -0.059 0.009 2.010
H: 0.947 1.381 1.696
H: 1.762 -1.323 0.979
H: 2.665 0.084 0.930
H: 0.306 0.617 -1.939
H: 1.343 1.843 -1.275
C: 1.954 -4.003 -2.852
C: 3.143 -4.580 -3.545
C: 4.085 -4.821 -2.347
O: 3.229 -4.932 -1.238
C: 2.158 -4.015 -1.337
H: 1.033 -4.542 -3.074
H: 1.818 -3.010 -3.279
H: 3.596 -3.822 -4.184
H: 2.980 -5.503 -4.101
H: 4.817 -4.042 -2.135
H: 4.668 -5.719 -2.552
H: 2.550 -3.092 -0.910
H: 1.344 -4.246 -0.650
C: -1.180 5.088 -2.958
C: 0.155 5.516 -3.564
C: 0.689 4.187 -4.007
O: -0.097 3.199 -3.192
C: -0.872 3.818 -2.232
H: -1.923 4.954 -3.745
H: -1.686 5.911 -2.453
H: 0.784 5.897 -2.759
H: 0.022 6.135 -4.451
H: 1.721 4.003 -3.711
H: 0.479 3.971 -5.055
H: -0.313 4.125 -1.348
H: -1.664 3.109 -1.993

## Properties
* HOMO-LUMO gap: 10.09 eV
* F_max: 6.0 eV/Å
* SMILES string: CCOC(=O)OC.CCOC(=O)OC.CCOC(=O)OC.CCOC(=O)OC.CCOC(=O)OC.C1CCOC1.C1CCOC1.C1CCOC1
* LUMO: 0.018 Ha
* charge: 0

Here are the Löwdin charges for atoms 1 to 5, given in e: -0.04, -0.16, 0.04, -0.54, 0.07

---

C8H26HgN8O6 | ωB97M-V/def2-TZVPD

Cartesian coordinates (Å):
Hg: -0.265 0.001 0.125
C: -0.787 4.430 -1.003
C: 0.039 3.176 -0.791
O: -0.309 2.371 0.290
H: -0.339 5.011 -1.816
H: -0.880 5.145 -0.179
H: -1.838 4.265 -1.248
H: 1.123 3.355 -0.742
H: -0.066 2.633 -1.747
C: -0.772 -0.334 4.655
C: -0.937 -0.785 3.198
O: 0.105 -0.490 2.380
H: 0.096 -0.767 5.162
H: -1.554 -0.785 5.280
H: -0.782 0.744 4.815
H: -1.904 -0.401 2.826
H: -1.053 -1.895 3.218
C: -3.763 -0.629 0.417
O: -2.547 -0.748 0.191
N: -4.637 -0.061 -0.420
N: -4.359 -1.348 1.407
H: -5.484 0.297 -0.018
H: -4.249 0.294 -1.279
H: -3.882 -1.873 2.116
H: -5.349 -1.193 1.427
C: 0.069 -0.277 -3.327
O: -0.393 -0.007 -2.226
N: -0.332 -1.375 -4.047
N: 0.983 0.486 -3.946
H: -0.056 -1.324 -5.009
H: -0.829 -2.104 -3.573
H: 1.288 1.355 -3.540
H: 1.433 0.186 -4.791
C: 3.236 0.749 -0.221
O: 2.112 0.241 -0.322
N: 4.342 0.147 0.253
N: 3.379 2.092 -0.334
H: 4.478 -0.801 0.548
H: 5.150 0.741 0.292
H: 2.573 2.682 -0.460
H: 4.282 2.527 -0.374
C: 1.217 -2.942 0.179
O: 0.400 -2.135 -0.267
N: 1.167 -3.413 1.427
N: 2.284 -3.291 -0.605
H: 0.406 -3.067 1.991
H: 1.892 -3.982 1.821
H: 2.424 -2.910 -1.518
H: 2.888 -3.994 -0.214

## Properties
* HOMO-LUMO gap: 6.74 eV
* F_max: 3.7 eV/Å
* LUMO: 0.014 Ha
* charge: 0

Here are the Löwdin charges for atoms 1 to 5, given in e: 1.18, -0.12, -0.50, -0.36, 0.06

---

C21H25F12N5O10PS2 | ωB97M-V/def2-TZVPD

Cartesian coordinates (Å):
C: -0.830 4.799 -4.424
C: -0.565 3.500 -5.180
C: -1.080 2.265 -4.466
C: -0.216 1.872 -3.263
C: -0.803 0.664 -2.518
C: -1.244 0.832 -1.059
P: -2.561 2.167 -0.821
N: -2.264 3.524 -1.514
O: -2.001 -0.364 -0.748
C: -1.499 -1.098 0.305
S: -1.884 -0.267 1.901
S: -2.365 -2.735 0.340
O: -2.864 -3.040 -0.957
O: -1.454 -3.622 0.984
C: -3.899 -2.679 1.453
F: -3.564 -2.743 2.741
F: -4.459 -3.848 1.099
C: -4.935 -1.529 1.183
F: -4.877 -0.602 2.134
F: -6.158 -2.045 1.168
F: -4.682 -0.968 -0.008
N: -0.071 -1.250 0.166
C: 0.568 -2.282 -0.675
C: -0.151 -2.672 -1.986
C: -0.163 -4.226 -2.258
O: 0.613 -3.024 -2.997
C: 0.567 -0.047 0.320
N: 1.721 -0.091 0.999
C: 2.668 1.015 1.140
O: 3.156 1.501 -0.094
N: 3.481 0.433 -1.015
O: 3.945 0.858 -1.976
C: 2.137 -1.309 1.709
O: 1.497 -1.695 2.618
C: 3.453 -2.007 1.291
F: 3.316 -2.546 0.067
F: 4.473 -1.114 1.237
C: 3.881 -3.135 2.281
F: 2.881 -4.013 2.470
F: 4.894 -3.777 1.655
C: 4.443 -2.617 3.635
F: 5.718 -2.218 3.457
F: 3.722 -1.547 4.053
C: 4.450 -3.763 4.673
O: 5.313 -4.577 4.643
O: 3.437 -3.702 5.522
N: 0.008 1.019 -0.247
C: 0.211 2.398 0.187
C: -0.286 2.780 1.560
O: -0.997 3.674 1.790
F: 0.260 2.052 2.535
H: -1.866 5.094 -4.545
H: -0.613 4.703 -3.368
H: -0.209 5.587 -4.834
H: 0.505 3.393 -5.339
H: -1.040 3.553 -6.155
H: -2.102 2.394 -4.117
H: -1.060 1.406 -5.132
H: -0.017 2.726 -2.630
H: 0.735 1.557 -3.684
H: -1.607 0.187 -3.067
H: -0.003 -0.069 -2.435
H: -2.679 2.178 0.579
H: -3.725 1.533 -1.267
H: -2.971 3.769 -2.193
H: -1.026 -0.937 2.684
H: 0.725 -3.203 -0.137
H: 1.513 -1.897 -1.037
H: -1.058 -2.144 -2.270
H: -1.247 -4.122 -2.553
H: 0.005 -4.933 -3.068
H: 2.238 1.847 1.667
H: 3.500 0.676 1.745
H: 3.678 -4.237 6.294
H: -0.243 3.103 -0.503
H: 1.251 2.704 0.159

## Properties
* HOMO-LUMO gap: 7.81 eV
* F_max: 3.3 eV/Å
* SMILES string: CCCCC[C@@]1([PH2]=N)O[C@@](S)(S(=O)(=O)C(F)(F)C(F)(F)F)N(C[C@@H]2CO2)C(N(CON=O)C(=O)C(F)(F)C(F)(F)C(F)(F)C(=O)O)=[N+]1CC(=O)F
* LUMO: -0.153 Ha
* charge: +1

Here are the Löwdin charges for atoms 1 to 5, given in e: -0.10, -0.25, -0.22, -0.19, -0.11